This record from the Open Molecules 2025 dataset describes 16 unconnected molecules or ions with the total composition C69H178N8O24 in a non-equilibrium geometry. The level of theory is ωB97M-V/def2-TZVPD.

```
279
Properties=species:S:1:pos:R:3:forces:R:3
C 15.441 21.823 25.296 -0.128 1.538 0.474
C 14.557 22.516 26.376 1.481 -0.596 -1.790
C 14.310 21.593 27.530 -1.078 -1.274 -0.136
O 15.244 23.692 26.777 0.425 0.163 0.028
H 16.328 21.459 25.799 0.132 -0.516 0.079
H 15.825 22.467 24.474 -0.657 -0.105 0.543
H 14.817 21.066 24.881 -0.041 -0.922 -0.498
H 13.617 22.822 25.920 -0.306 -0.131 -0.012
H 13.615 20.753 27.278 0.748 0.486 -0.271
H 13.691 22.161 28.176 -0.397 0.550 1.413
H 15.167 21.150 28.057 -0.027 0.497 -0.363
H 14.869 23.995 27.601 -0.152 0.256 0.405
C 20.026 23.726 11.764 0.724 0.854 -0.011
C 19.405 22.992 12.926 -0.978 -0.734 -0.576
C 17.834 23.004 12.808 1.067 0.102 0.255
O 19.933 21.641 12.918 -0.060 0.347 0.393
H 21.130 23.761 11.980 -0.835 -0.094 -0.688
H 19.692 24.782 11.711 0.156 -0.557 0.012
H 19.795 23.227 10.807 0.306 0.150 0.425
H 19.791 23.443 13.832 -0.543 0.336 0.442
H 17.277 22.479 13.601 0.485 -0.002 -0.286
H 17.534 22.651 11.817 0.119 -0.331 0.168
H 17.519 24.048 12.821 0.047 0.133 0.191
H 20.823 21.736 13.302 -0.426 -0.285 -0.221
C 13.087 24.444 21.256 -0.448 -1.151 1.138
C 12.413 25.193 20.128 1.022 0.166 0.704
C 10.960 25.500 20.486 -0.239 -0.779 -0.912
O 13.113 26.423 19.920 0.128 1.071 -0.159
H 12.364 23.721 21.723 0.689 0.457 -0.466
H 13.411 25.111 22.056 -0.199 0.220 -0.084
H 13.971 23.868 20.971 -0.062 0.035 -0.212
H 12.553 24.584 19.248 -0.564 -0.089 -0.566
H 10.775 25.527 21.559 0.231 0.086 0.042
H 10.320 24.684 20.065 0.306 0.723 0.313
H 10.690 26.455 20.046 -0.235 0.008 -0.115
H 13.831 26.417 19.266 -0.408 -0.567 0.265
C 11.755 21.133 23.686 -0.077 -0.953 0.573
C 11.995 20.362 22.355 1.465 1.336 0.427
C 11.084 20.633 21.205 -0.738 -1.078 -0.881
O 13.346 20.735 21.938 -1.039 -0.656 0.422
H 10.710 21.168 24.021 -0.072 -0.030 -0.545
H 12.114 22.174 23.645 0.157 -0.538 0.052
H 12.220 20.517 24.529 -0.006 1.136 -1.076
H 11.899 19.333 22.601 0.419 -1.279 0.270
H 11.356 21.627 20.916 -0.467 0.785 -0.658
H 10.056 20.539 21.563 -0.155 0.332 -0.274
H 11.180 19.915 20.297 0.127 1.185 1.674
H 13.458 20.328 21.039 0.416 -0.061 0.315
C 18.375 16.973 28.220 0.500 -1.191 0.887
C 17.388 17.919 27.539 0.556 0.663 0.799
C 17.841 18.180 26.095 -1.034 0.314 1.143
O 16.004 17.554 27.736 0.305 -0.692 -0.276
H 18.354 15.944 27.841 0.040 0.307 -0.660
H 18.176 16.756 29.266 -0.743 0.481 0.434
H 19.439 17.272 28.327 -0.632 0.314 -0.866
H 17.450 18.879 28.042 0.386 0.386 0.149
H 18.033 17.307 25.561 0.167 -1.871 -0.831
H 18.788 18.682 26.149 0.400 0.558 0.081
H 17.141 18.744 25.507 -0.384 0.535 -0.022
H 15.848 17.364 28.685 0.398 0.225 -0.832
C 12.412 26.690 15.980 2.804 1.158 -0.377
C 11.701 27.984 15.619 -1.302 0.930 -0.060
C 10.532 27.685 14.630 -0.556 -0.641 0.160
O 11.044 28.616 16.766 -0.280 -0.953 -1.290
H 13.194 26.812 16.834 -1.578 -0.283 -1.252
H 12.988 26.326 15.077 -0.601 0.343 0.942
H 11.659 25.979 16.155 -0.770 -1.146 0.819
H 12.323 28.785 15.175 0.256 -0.653 0.091
H 10.101 28.616 14.249 0.158 -0.058 0.122
H 9.703 27.197 15.244 1.080 0.360 -0.888
H 10.778 27.048 13.713 -0.033 0.702 1.454
H 11.695 28.761 17.447 0.872 0.200 0.456
C 17.505 25.570 24.942 1.467 0.620 -1.181
C 16.310 26.435 24.556 1.097 0.252 0.244
C 16.088 26.137 23.078 -0.285 1.411 0.038
O 15.186 26.195 25.377 -0.127 -1.028 0.067
H 18.385 26.005 24.379 -0.632 -0.391 0.811
H 17.441 24.552 24.539 -0.396 0.035 0.203
H 17.749 25.516 25.987 -0.033 0.134 0.537
H 16.558 27.530 24.680 -0.162 -1.057 -0.060
H 17.050 26.210 22.521 -0.715 0.297 0.235
H 15.322 26.868 22.739 0.466 -0.742 -0.424
H 15.763 25.119 22.991 -0.505 -0.554 -0.224
H 15.234 25.255 25.696 -0.126 0.980 -0.294
O 16.844 21.057 16.918 -0.244 0.429 -0.161
H 17.615 20.530 16.658 0.159 -0.173 -0.007
H 17.188 21.760 17.506 -0.074 -0.515 0.064
C 22.416 26.382 21.023 -0.773 1.188 0.713
O 21.482 25.802 21.913 0.533 -0.820 0.950
C 20.951 24.509 21.643 -0.018 -0.007 -0.307
C 21.874 23.251 21.547 -0.765 1.939 0.065
N 21.111 22.085 21.231 -1.193 -0.418 0.913
C 20.510 21.485 22.446 -0.473 -1.774 -0.942
C 20.116 19.970 22.162 -0.318 0.163 -0.325
O 21.204 19.214 21.625 -0.339 -0.510 2.130
C 22.218 19.065 22.634 1.258 1.279 -1.229
H 23.441 25.992 21.089 -0.343 -0.180 -0.186
H 22.411 27.443 21.354 0.452 -0.547 -0.130
H 22.003 26.449 20.020 0.220 -0.544 -0.477
H 20.453 24.608 20.715 -0.712 -0.196 -1.467
H 20.134 24.343 22.364 0.551 0.035 0.101
H 22.240 23.124 22.534 1.393 0.065 0.974
H 22.639 23.395 20.785 0.180 0.111 0.205
H 21.735 21.419 20.849 0.504 -0.938 -0.506
H 19.525 21.823 22.634 -1.087 1.189 0.083
H 21.072 21.725 23.363 0.235 -0.571 -0.206
H 19.336 19.901 21.379 0.563 0.587 0.193
H 19.547 19.463 23.013 1.301 0.650 -0.473
H 22.859 18.242 22.336 0.317 0.148 -0.457
H 21.995 18.804 23.675 -1.054 0.438 -0.227
H 22.756 20.063 22.570 0.013 -1.315 0.717
C 11.764 16.544 21.597 0.041 -1.018 -0.008
O 12.612 17.037 20.591 0.086 0.416 0.220
C 13.923 17.384 21.063 0.125 -1.352 -0.004
C 14.572 18.077 19.882 -0.706 0.853 1.378
N 13.820 19.313 19.625 -1.621 -0.385 -1.446
C 14.326 19.979 18.390 -2.088 -0.705 0.408
C 13.713 21.350 18.152 -0.897 -2.411 -1.202
O 12.367 21.135 17.616 1.196 0.734 1.239
C 11.762 22.395 17.441 0.161 0.039 -0.338
H 10.737 16.710 21.279 -0.103 -0.326 -0.333
H 11.850 17.208 22.471 0.290 -0.842 0.340
H 11.933 15.391 21.755 -0.195 2.179 0.240
H 14.406 16.441 21.403 0.184 0.510 -0.618
H 13.919 18.000 21.959 -0.488 0.535 0.041
H 14.601 17.389 19.081 -0.266 -0.718 -1.347
H 15.575 18.383 20.055 0.915 -0.058 0.406
H 12.825 19.001 19.431 1.494 0.553 0.262
H 14.168 19.297 17.546 0.054 0.324 -0.258
H 15.343 20.120 18.508 2.202 0.211 0.168
H 14.259 21.805 17.321 0.297 0.480 0.576
H 13.713 21.819 19.131 -0.189 0.841 -0.055
H 11.628 22.940 18.412 -0.056 -0.422 -0.790
H 10.825 22.143 16.958 -0.409 0.499 0.112
H 12.364 23.023 16.728 -0.394 -0.268 0.603
C 22.124 26.989 11.827 1.898 0.696 1.556
O 20.780 27.061 11.551 -0.148 -1.400 -0.137
C 20.423 28.221 10.896 -1.524 1.947 0.399
C 19.028 28.065 10.202 -0.081 0.206 -0.302
N 17.767 27.889 10.963 0.772 -0.122 -0.281
C 17.486 26.630 11.679 0.815 0.718 -1.043
C 16.046 26.726 12.187 1.216 0.611 0.542
O 16.011 27.910 13.024 0.538 -0.527 -0.234
C 14.711 28.050 13.478 -0.763 0.243 0.401
H 22.485 27.702 12.650 -0.826 -0.680 -0.551
H 22.755 27.316 10.999 -0.068 -0.308 -0.523
H 22.420 25.977 12.146 -0.338 0.298 -0.249
H 21.132 28.546 10.112 0.037 -0.468 0.079
H 20.438 29.040 11.666 -0.323 -0.344 -0.823
H 19.138 27.229 9.465 -0.222 0.483 0.585
H 18.878 28.997 9.586 0.202 -0.800 0.535
H 17.579 28.691 11.551 0.243 -0.109 0.063
H 18.286 26.384 12.422 -0.954 0.241 0.137
H 17.585 25.839 10.927 -0.296 -0.153 0.065
H 15.825 25.823 12.813 -0.332 0.628 -0.619
H 15.336 26.953 11.355 0.475 -0.817 0.429
H 14.431 27.141 13.975 -0.392 -0.579 0.453
H 14.015 28.180 12.650 -0.220 0.230 -0.190
H 14.568 28.859 14.204 0.444 0.081 -0.324
C 22.123 31.818 11.041 1.096 0.279 -0.074
O 21.068 31.414 11.880 -0.922 -0.131 -0.737
C 19.776 31.935 11.429 1.434 0.134 0.476
C 18.791 31.819 12.575 0.759 -0.130 -0.678
N 18.731 30.450 13.022 -0.269 -0.011 -0.454
C 19.596 30.122 14.122 -0.165 -1.307 1.123
C 19.158 28.721 14.662 -0.668 0.243 -2.002
O 19.390 28.489 16.002 0.297 0.702 0.289
C 20.595 27.851 16.152 1.979 -2.435 -0.272
H 23.056 31.217 11.277 -1.186 0.815 -0.121
H 22.274 32.888 11.170 0.585 0.283 0.595
H 21.989 31.831 9.947 -0.642 -1.012 0.115
H 19.496 31.393 10.519 -0.212 0.116 0.135
H 19.949 32.994 11.235 -0.223 0.212 -0.440
H 17.822 32.242 12.282 0.075 -0.420 -0.070
H 19.163 32.435 13.376 0.221 0.630 0.494
H 17.800 30.267 13.309 -0.977 -0.413 0.293
H 19.554 30.857 14.938 -0.077 -0.017 0.068
H 20.627 30.022 13.825 0.352 0.333 -0.336
H 19.587 27.928 14.003 0.083 0.403 0.470
H 18.104 28.564 14.511 -0.823 0.385 -0.116
H 20.411 26.734 16.149 0.210 0.792 0.935
H 21.201 28.232 16.982 -0.516 -0.348 0.210
H 21.295 27.855 15.281 -0.585 0.898 0.145
C 21.458 23.706 16.076 0.001 0.144 -0.408
O 21.411 22.287 16.008 0.691 1.156 -0.443
C 20.265 21.757 16.644 0.829 0.353 0.114
C 20.349 20.311 16.198 -1.705 -0.744 0.555
N 19.251 19.455 16.785 0.473 -0.387 -1.454
C 19.304 19.293 18.236 0.921 -1.127 0.250
C 18.372 18.098 18.521 -0.566 0.869 -1.613
O 18.038 17.698 19.809 -0.609 1.023 -1.079
C 19.087 17.141 20.491 2.107 -0.548 0.606
H 22.235 24.082 15.352 -0.743 -0.430 0.830
H 21.657 24.078 17.101 0.114 -0.221 -0.370
H 20.461 24.090 15.786 0.404 0.173 0.011
H 19.400 22.404 16.350 0.097 -1.067 0.214
H 20.462 21.820 17.723 -0.530 0.105 0.179
H 21.314 19.920 16.487 0.517 0.019 0.347
H 20.351 20.329 15.110 -0.562 -0.371 -0.008
H 19.302 18.479 16.355 -0.028 1.874 0.651
H 18.942 20.076 18.842 -0.628 1.677 0.028
H 20.362 19.188 18.542 -0.264 -0.525 0.203
H 18.830 17.346 17.910 0.210 -1.553 0.022
H 17.440 18.348 17.962 0.308 -0.068 0.683
H 19.412 16.179 20.056 -0.275 0.044 -0.012
H 18.699 16.951 21.485 0.309 -0.053 0.383
H 20.025 17.775 20.518 -1.211 -0.469 0.147
C 10.889 30.839 22.429 -0.245 -1.795 -2.801
O 11.830 31.182 21.390 0.094 -1.054 -0.049
C 12.187 30.019 20.557 -1.413 0.366 0.929
C 12.987 30.566 19.381 0.577 0.679 0.489
N 13.541 29.554 18.461 0.322 -0.639 0.989
C 14.751 29.983 17.769 0.703 0.521 -0.599
C 15.550 28.771 17.185 0.031 2.281 0.898
O 15.742 27.863 18.217 0.941 -1.233 0.535
C 16.670 28.337 19.220 -0.617 -2.107 0.350
H 10.297 31.689 22.593 -0.711 1.203 0.444
H 11.271 30.426 23.332 0.961 -0.075 0.759
H 10.232 30.027 22.001 0.234 0.769 0.497
H 11.207 29.540 20.235 1.204 0.309 0.210
H 12.737 29.325 21.225 -0.066 0.033 -0.701
H 13.794 31.178 19.855 -0.260 -0.316 -0.377
H 12.345 31.287 18.855 0.165 -0.297 -0.083
H 13.849 28.753 19.030 -0.476 0.251 -0.173
H 15.494 30.537 18.442 -1.092 -0.341 -0.707
H 14.451 30.650 16.945 0.319 0.002 0.250
H 16.513 29.164 16.794 -0.246 -0.205 0.172
H 15.056 28.297 16.376 -0.730 -0.619 -0.606
H 16.910 27.418 19.886 -0.357 1.672 -1.087
H 16.110 29.078 19.781 0.556 0.262 0.514
H 17.580 28.721 18.746 -0.116 0.050 0.164
C 12.992 16.196 25.546 -0.489 0.075 0.309
O 14.071 15.737 24.801 0.275 -0.075 -0.151
C 14.943 14.930 25.573 -0.403 0.761 0.626
C 16.053 14.489 24.685 -0.246 -0.489 -0.768
N 15.461 13.987 23.422 0.075 1.034 1.413
C 16.440 13.628 22.465 1.029 -1.358 0.868
C 15.902 13.528 21.105 0.156 -0.527 -3.593
O 15.918 14.828 20.445 0.703 -0.904 0.690
C 16.078 14.796 19.050 -0.512 -0.446 -0.329
H 12.161 15.471 25.575 0.210 0.143 0.010
H 12.655 17.128 25.117 -0.278 0.210 -0.316
H 13.303 16.433 26.561 -0.003 -0.036 0.332
H 14.429 14.014 25.930 -0.081 0.492 0.023
H 15.298 15.564 26.429 -0.121 -0.795 -0.465
H 16.425 13.617 25.174 0.846 -0.724 0.392
H 16.904 15.208 24.632 -0.622 -0.072 -0.519
H 14.839 14.660 23.035 -0.510 0.804 -0.035
H 16.744 12.629 22.793 0.499 -0.171 -0.366
H 17.336 14.256 22.507 0.080 0.197 -0.304
H 14.848 13.220 21.064 0.151 -0.296 0.402
H 16.478 12.741 20.435 -0.802 1.571 1.336
H 17.006 14.311 18.682 0.002 0.394 0.534
H 16.028 15.848 18.768 0.158 -0.253 -0.409
H 15.274 14.210 18.553 0.051 0.466 0.240
C 16.470 19.441 22.326 2.061 -0.697 -2.499
O 17.180 20.619 21.976 0.664 0.192 2.847
C 17.007 21.054 20.710 -2.472 1.242 -1.993
C 17.964 22.212 20.348 0.139 -2.439 1.925
N 17.683 22.738 19.093 -2.557 0.131 -1.230
C 16.559 23.705 19.143 0.845 0.566 -0.981
C 16.133 24.230 17.769 2.036 -0.159 1.659
O 17.299 24.657 17.112 0.239 0.126 -0.692
C 16.923 25.417 15.985 1.049 0.486 -0.964
H 16.773 18.603 21.619 -0.453 0.901 0.701
H 15.455 19.631 22.271 -2.283 0.221 -0.115
H 16.736 19.120 23.284 0.541 -0.103 1.647
H 15.931 21.515 20.504 1.534 -1.102 0.622
H 17.058 20.160 20.108 0.323 -0.081 -1.199
H 19.006 21.845 20.411 -0.522 0.583 0.006
H 17.728 22.929 21.126 0.568 0.539 0.632
H 18.503 23.022 18.638 0.918 1.177 -0.786
H 16.884 24.551 19.785 -0.605 -0.268 -0.050
H 15.632 23.233 19.462 0.300 -0.168 0.843
H 15.508 25.069 17.904 -1.045 1.165 0.359
H 15.574 23.480 17.273 -0.278 -0.941 -1.117
H 16.218 24.827 15.391 0.055 0.163 -0.317
H 17.816 25.734 15.362 -0.773 -0.811 0.723
H 16.474 26.363 16.276 -0.356 0.063 0.227
```
Forces are in eV/Å.

Properties
E_tot, eV: -135484.6068
Molecular weight, g/mol: 1504.21
Net charge: 0